Here is the molecule C24H29N3O6S from OMol25. Energies are from wB97M-V/def2-TZVPD.

```
63
Properties=species:S:1:pos:R:3:nbo_charge:R:1
C -5.3710 -2.0489 -0.5674 -0.714
C -4.2952 -1.6556 0.4147 0.705
O -4.5461 -1.0696 1.4493 -0.626
N -3.0244 -1.9967 0.0572 -0.451
C -1.8682 -1.6434 0.7473 0.258
C -1.7461 -0.9200 1.9232 -0.246
C -0.4674 -0.6074 2.3606 -0.180
C 0.6423 -1.0380 1.6595 -0.345
C 0.5273 -1.8190 0.5200 -0.184
C -0.7382 -2.1035 0.0633 -0.044
C -1.1488 -2.8448 -1.1709 -0.427
H -0.8355 -3.8890 -1.1246 0.225
H -0.6959 -2.3970 -2.0551 0.236
C -2.6802 -2.7075 -1.1719 -0.203
H -3.1701 -3.6852 -1.1843 0.203
H -3.0263 -2.1364 -2.0373 0.205
H 1.4079 -2.1507 -0.0042 0.249
S 2.2411 -0.4378 2.1723 2.313
O 2.0981 0.9701 2.4683 -0.969
O 2.8130 -1.2805 3.1792 -0.926
N 3.1790 -0.6223 0.8008 -0.874
H 4.0756 -1.0142 1.0460 0.419
C 3.2629 0.5169 -0.1042 -0.149
C 4.3856 0.3431 -1.1251 -0.390
H 4.3441 1.1999 -1.8012 0.218
H 4.1655 -0.5499 -1.7128 0.230
C 5.7965 0.2392 -0.5353 -0.215
C 6.1530 1.4578 0.3135 -0.613
H 6.0227 2.3717 -0.2623 0.204
H 5.5323 1.5164 1.2043 0.209
H 7.1914 1.4003 0.6323 0.214
C 6.8016 0.0797 -1.6755 -0.596
H 6.7909 0.9599 -2.3144 0.204
H 6.5587 -0.7882 -2.2837 0.210
H 7.8077 -0.0466 -1.2827 0.210
H 5.8602 -0.6555 0.0956 0.181
H 3.4007 1.4435 0.4698 0.210
C 1.9005 0.5679 -0.8212 0.692
O 1.7020 -0.0017 -1.8734 -0.623
N 0.9822 1.2794 -0.1261 -0.642
C -0.3988 1.3561 -0.3529 0.220
C -1.1699 1.9809 0.6200 -0.311
C -2.5476 2.0609 0.4909 0.301
C -3.1738 1.4817 -0.6185 0.193
C -2.3911 0.8969 -1.6046 -0.236
C -1.0165 0.8379 -1.4870 -0.283
H -0.4213 0.3850 -2.2602 0.256
H -2.8864 0.4940 -2.4742 0.220
O -4.5358 1.4741 -0.7685 -0.494
C -5.2300 1.8192 0.4162 -0.115
C -4.5738 3.0286 1.0763 -0.096
H -5.1016 3.3156 1.9865 0.203
O -3.2517 2.7186 1.4610 -0.495
H -4.5669 3.8717 0.3709 0.177
H -6.2558 2.0386 0.1169 0.196
H -5.2139 0.9723 1.1136 0.219
H -0.7103 2.4113 1.4957 0.229
H 1.2725 1.6159 0.7896 0.436
H -0.3207 -0.0052 3.2426 0.238
H -2.6162 -0.5839 2.4599 0.262
H -6.3360 -1.7819 -0.1455 0.243
H -5.2331 -1.5078 -1.5013 0.236
H -5.3505 -3.1166 -0.7711 0.226
```

Values from the calculation:
- structure (SMILES) = CC(=O)N1CCc2cc(S(=O)(=O)N[C@@H](CC(C)C)C(=O)Nc3ccc4c(c3)OCCO4)ccc21
- lowest unoccupied orbital energy (eV) = 0.66
- ΔE to the lowest compared entry with this formula, charge and spin (kcal/mol) = 0.0
- Kohn-Sham gap (eV) = 8.6